Entry from OMol25: an isolated molecule of C4H4N2O in a non-equilibrium geometry (ωB97M-V/def2-TZVPD).

Output
HOMO, eV: -9.48
Gap between HOMO and LUMO, Eh: 0.355
Energy above the lowest of the compared OMol25 structures with the same formula, charge and spin, kcal/mol: 5.5
Net charge: 0

Geometry as XYZ:
```
11
Properties=species:S:1:pos:R:3:forces:R:3:mulliken_charge:R:1
O -2.156 -1.528 -0.017 0.5 1.1 0.1 -0.53
C -1.828 -0.350 0.007 -0.1 0.1 0.0 -0.04
C -0.447 0.130 0.003 0.3 0.0 0.0 0.41
C 0.246 1.336 -0.108 -0.2 0.0 0.0 -0.42
N 1.592 1.114 -0.097 -0.2 -0.2 0.0 -0.56
C 1.730 -0.193 0.026 0.0 -0.1 0.0 -0.09
N 0.542 -0.813 0.093 0.1 -0.2 -0.1 -0.06
H -2.558 0.473 0.054 -0.3 -0.2 -0.1 0.30
H -0.102 2.361 -0.204 -0.2 -0.4 0.0 0.39
H 2.663 -0.740 0.064 -0.1 0.2 0.0 0.37
H 0.317 -1.790 0.180 0.2 -0.1 0.0 0.22
```
Forces are in eV/Å.